Model one:
{"formula": "C39H43F6HfN3O6P4S2", "method": "wB97M-V/def2-TZVPD", "species": ["Hf", "N", "C", "C", "C", "O", "O", "H", "H", "H", "H", "H", "H", "N", "P", "C", "C", "C", "C", "C", "C", "C", "C", "C", "C", "C", "C", "P", "C", "C", "C", "C", "C", "C", "C", "C", "C", "C", "C", "C", "H", "H", "H", "H", "H", "H", "H", "H", "H", "H", "H", "H", "H", "H", "H", "H", "H", "H", "H", "H", "H", "C", "P", "C", "C", "C", "C", "C", "C", "C", "P", "C", "C", "H", "H", "H", "H", "H", "H", "H", "H", "H", "H", "H", "H", "H", "H", "H", "H", "F", "C", "F", "F", "S", "O", "O", "N", "S", "O", "O", "C", "F", "F", "F"], "positions_angstrom": [[-0.344, -0.319, 0.354], [-0.387, -1.630, 2.463], [0.434, -2.876, 2.661], [0.950, -3.435, 1.328], [1.595, -2.244, 0.671], [2.587, -1.733, 1.170], [0.930, -1.670, -0.302], [-0.302, -1.070, 3.311], [-1.361, -1.917, 2.413], [-0.151, -3.635, 3.180], [1.300, -2.618, 3.268], [0.152, -3.825, 0.700], [1.678, -4.220, 1.530], [1.148, 2.021, 2.069], [1.931, 0.503, 1.734], [3.595, 1.099, 1.266], [4.139, 2.152, 2.002], [5.418, 2.606, 1.726], [6.171, 2.002, 0.729], [5.641, 0.945, 0.007], [4.356, 0.492, 0.272], [2.284, -0.038, 3.451], [3.456, -0.744, 3.729], [3.749, -1.114, 5.030], [2.886, -0.779, 6.066], [1.724, -0.073, 5.795], [1.416, 0.292, 4.492], [-0.476, 2.151, 1.624], [-1.294, 2.641, 3.174], [-2.251, 1.816, 3.762], [-2.830, 2.174, 4.970], [-2.450, 3.350, 5.597], [-1.495, 4.176, 5.013], [-0.921, 3.829, 3.802], [-0.523, 3.692, 0.655], [0.638, 4.347, 0.255], [0.547, 5.525, -0.474], [-0.696, 6.028, -0.832], [-1.856, 5.362, -0.456], [-1.773, 4.200, 0.293], [1.511, 2.665, 2.764], [3.583, 2.608, 2.811], [5.831, 3.421, 2.305], [7.174, 2.353, 0.527], [6.233, 0.463, -0.760], [3.954, -0.348, -0.279], [4.125, -1.004, 2.922], [4.661, -1.657, 5.239], [3.123, -1.062, 7.082], [1.061, 0.205, 6.603], [0.513, 0.864, 4.300], [-2.554, 0.908, 3.261], [-3.582, 1.538, 5.420], [-2.903, 3.633, 6.537], [-1.206, 5.096, 5.502], [-0.194, 4.486, 3.338], [1.607, 3.945, 0.526], [1.449, 6.054, -0.752], [-0.758, 6.950, -1.396], [-2.823, 5.759, -0.735], [-2.673, 3.690, 0.623], [2.029, 1.569, -1.964], [2.023, -0.096, -2.827], [2.615, 0.615, -4.435], [0.310, -0.545, -3.447], [0.447, -1.517, -4.444], [-0.624, -1.952, -5.199], [-1.885, -1.429, -4.965], [-2.068, -0.522, -3.940], [-1.000, -0.092, -3.152], [-1.228, 1.194, -1.867], [-0.687, 2.598, -2.938], [-3.003, 1.652, -1.786], [3.090, 1.736, -1.785], [1.524, 1.608, -0.992], [1.688, 2.380, -2.598], [3.575, 1.107, -4.268], [1.914, 1.345, -4.843], [2.760, -0.169, -5.174], [1.431, -1.927, -4.645], [-0.475, -2.692, -5.973], [-2.726, -1.748, -5.564], [-3.068, -0.160, -3.750], [-1.526, 2.824, -3.595], [0.151, 2.303, -3.561], [-0.434, 3.485, -2.355], [-3.572, 1.203, -2.596], [-3.067, 2.735, -1.876], [-3.459, 1.374, -0.853], [-1.535, -4.714, -1.517], [-2.476, -4.210, -2.370], [-3.581, -4.944, -2.180], [-2.048, -4.405, -3.597], [-2.869, -2.645, -0.456], [-1.550, -2.077, -0.045], [-2.699, -2.888, -2.125], [-3.855, -1.370, -0.520], [-3.823, -0.420, 0.701], [-4.751, 0.647, 0.693], [-2.429, -0.042, 1.081], [-4.302, -1.518, 2.146], [-5.495, -2.026, 1.998], [-4.186, -0.908, 3.310], [-3.399, -2.544, 2.146]], "mulliken_charge": [1.879, -0.686, -0.502, -0.359, -0.403, -0.504, -0.215, 0.180, 0.289, 0.575, 0.119, -0.084, 0.607, 0.111, 0.571, 0.785, -0.763, -0.770, -0.692, -0.631, -0.198, 0.761, -0.686, -0.670, -0.706, -0.962, -0.005, 0.620, 0.618, 0.356, -0.857, -0.625, -0.840, -0.692, 0.530, -0.592, -0.695, -0.723, -0.674, -0.580, 0.540, 0.256, 0.491, 0.447, 0.497, 0.418, 0.447, 0.468, 0.430, 0.522, 0.317, -0.037, 0.528, 0.451, 0.467, 0.492, 0.277, 0.500, 0.421, 0.500, 0.564, -1.171, 0.476, -1.359, -0.164, -1.264, -1.005, -1.035, -0.589, 1.381, 1.714, -1.471, -0.554, 0.569, -0.235, 0.752, 0.452, 0.362, 0.465, 0.616, 0.489, 0.450, 0.195, 0.572, 0.546, 0.125, 0.481, 0.528, -0.205, -0.220, 0.828, -0.236, -0.200, 0.100, -1.005, 0.016, -0.117, 0.372, -0.623, -0.196, 0.891, -0.186, -0.183, -0.246], "orbital_gap_ev": 6.645, "e_lumo_ev": -6.50, "charge": 2, "e_homo_ev": -13.15}

=====

Model two:
{"formula": "C39H43F6HfN3O6P4S2", "method": "wB97M-V/def2-TZVPD", "species": ["Hf", "N", "C", "C", "C", "O", "O", "H", "H", "H", "H", "H", "H", "N", "P", "C", "C", "C", "C", "C", "C", "C", "C", "C", "C", "C", "C", "P", "C", "C", "C", "C", "C", "C", "C", "C", "C", "C", "C", "C", "H", "H", "H", "H", "H", "H", "H", "H", "H", "H", "H", "H", "H", "H", "H", "H", "H", "H", "H", "H", "H", "C", "P", "C", "C", "C", "C", "C", "C", "C", "P", "C", "C", "H", "H", "H", "H", "H", "H", "H", "H", "H", "H", "H", "H", "H", "H", "H", "H", "F", "C", "F", "F", "S", "O", "O", "N", "S", "O", "O", "C", "F", "F", "F"], "positions_angstrom": [[0.524, 0.240, -0.080], [1.925, 2.179, -0.269], [1.723, 3.259, -1.308], [0.848, 2.794, -2.476], [-0.430, 2.328, -1.827], [-1.238, 3.098, -1.382], [-0.493, 1.001, -1.605], [2.073, 2.651, 0.622], [2.804, 1.716, -0.482], [2.700, 3.585, -1.660], [1.240, 4.096, -0.808], [1.325, 2.004, -3.048], [0.639, 3.646, -3.120], [-0.632, 1.510, 2.839], [-0.954, 2.254, 1.351], [-2.734, 2.638, 1.423], [-3.237, 3.034, 2.665], [-4.571, 3.379, 2.810], [-5.419, 3.337, 1.712], [-4.927, 2.952, 0.475], [-3.592, 2.606, 0.325], [-0.174, 3.889, 1.511], [-0.723, 5.008, 0.884], [-0.088, 6.237, 0.982], [1.093, 6.362, 1.702], [1.632, 5.258, 2.348], [0.997, 4.027, 2.260], [0.454, 0.230, 2.757], [1.817, 0.656, 3.860], [3.034, 1.122, 3.376], [4.021, 1.545, 4.256], [3.787, 1.512, 5.622], [2.570, 1.053, 6.114], [1.589, 0.619, 5.240], [-0.359, -1.146, 3.598], [-1.723, -1.101, 3.876], [-2.326, -2.160, 4.544], [-1.575, -3.266, 4.914], [-0.215, -3.318, 4.625], [0.396, -2.257, 3.976], [-0.840, 1.956, 3.725], [-2.597, 3.107, 3.536], [-4.943, 3.691, 3.776], [-6.461, 3.610, 1.823], [-5.583, 2.926, -0.386], [-3.224, 2.315, -0.647], [-1.640, 4.920, 0.319], [-0.522, 7.102, 0.498], [1.581, 7.325, 1.777], [2.535, 5.356, 2.938], [1.410, 3.184, 2.808], [3.217, 1.152, 2.312], [4.972, 1.894, 3.875], [4.556, 1.839, 6.310], [2.393, 1.023, 7.181], [0.654, 0.237, 5.633], [-2.313, -0.241, 3.581], [-3.383, -2.118, 4.776], [-2.046, -4.089, 5.437], [0.371, -4.177, 4.926], [1.464, -2.288, 3.784], [-2.950, -0.530, 0.106], [-3.089, -0.987, -1.681], [-4.587, -2.041, -1.494], [-1.859, -2.309, -2.142], [-2.152, -2.731, -3.445], [-1.463, -3.752, -4.073], [-0.400, -4.358, -3.422], [-0.046, -3.924, -2.159], [-0.764, -2.923, -1.501], [-0.343, -2.498, 0.224], [-1.722, -3.305, 1.121], [1.014, -3.565, 0.819], [-3.768, 0.175, 0.263], [-2.050, 0.037, 0.373], [-3.074, -1.333, 0.826], [-5.394, -1.411, -1.114], [-4.441, -2.881, -0.814], [-4.900, -2.425, -2.464], [-2.957, -2.242, -3.985], [-1.748, -4.062, -5.069], [0.162, -5.151, -3.898], [0.817, -4.381, -1.694], [-1.472, -4.367, 1.109], [-2.655, -3.176, 0.582], [-1.818, -2.966, 2.151], [1.190, -4.413, 0.163], [0.689, -3.953, 1.784], [1.949, -3.052, 0.980], [1.683, -0.702, -4.969], [2.191, -1.900, -4.675], [3.424, -1.976, -5.149], [1.445, -2.844, -5.188], [2.919, -0.941, -2.415], [1.782, -0.129, -1.843], [2.191, -2.101, -3.275], [3.432, -1.929, -1.242], [3.682, -1.346, 0.169], [4.092, -2.319, 1.114], [2.550, -0.475, 0.610], [5.076, -0.141, 0.041], [6.144, -0.747, -0.411], [5.316, 0.411, 1.218], [4.714, 0.831, -0.824]], "mulliken_charge": [1.740, -0.687, -0.311, -0.551, -0.213, -0.498, -0.124, 0.028, 0.315, 0.591, -0.002, -0.035, 0.627, 0.127, 0.657, 1.093, -0.897, -0.805, -0.708, -0.628, -0.224, 0.208, -0.669, -0.641, -0.759, -0.759, -0.410, 1.739, 0.391, 0.510, -0.853, -0.824, -0.789, -0.735, 0.678, -1.159, -0.627, -0.716, -0.570, -0.800, 0.574, 0.298, 0.484, 0.437, 0.492, 0.535, 0.408, 0.464, 0.419, 0.526, 0.377, 0.018, 0.510, 0.443, 0.472, 0.537, 0.316, 0.469, 0.411, 0.499, 0.595, -1.073, 0.283, -1.328, -0.054, -1.206, -0.967, -1.018, -0.479, 1.395, 1.589, -1.333, -0.821, 0.596, -0.118, 0.519, 0.440, 0.340, 0.460, 0.557, 0.455, 0.466, 0.151, 0.579, 0.555, 0.059, 0.656, 0.474, -0.152, -0.213, 0.836, -0.215, -0.178, 0.034, -0.783, 0.039, -0.227, 0.516, -0.634, -0.361, 0.761, -0.191, -0.165, -0.239], "orbital_gap_ev": 6.748, "e_lumo_ev": -6.26, "charge": 2, "e_homo_ev": -13.01}

=====

Of them, the most stable is model two and the least stable is model one.